Formula: C21H42BaN6O4PS
Source: the Open Molecules 2025 dataset
Level of theory: ωB97M-V with the def2-TZVPD basis set

CARTESIAN COORDINATES (ANGSTROEM)
Ba (-0.086, -0.965, -0.309)
N (-2.578, -2.498, -0.177)
C (-3.133, -2.559, -1.538)
C (-2.370, -3.567, -2.377)
N (-0.992, -3.147, -2.684)
C (-0.072, -4.287, -2.748)
C (1.331, -4.003, -2.247)
N (1.352, -3.774, -0.791)
C (-0.955, -2.340, -3.917)
C (-0.051, -1.114, -3.895)
N (-0.587, -0.103, -2.970)
H (-2.702, -3.390, 0.289)
H (-3.085, -1.801, 0.363)
H (-3.063, -1.562, -1.985)
H (-4.192, -2.836, -1.540)
H (-2.933, -3.779, -3.295)
H (-2.338, -4.503, -1.816)
H (0.013, -4.676, -3.772)
H (-0.485, -5.099, -2.147)
H (1.741, -3.115, -2.728)
H (1.959, -4.849, -2.544)
H (2.320, -3.669, -0.509)
H (1.011, -4.604, -0.316)
H (-1.968, -1.985, -4.132)
H (-0.667, -2.965, -4.772)
H (0.019, -0.741, -4.922)
H (0.963, -1.369, -3.582)
H (-1.534, 0.146, -3.237)
H (-0.049, 0.757, -3.028)
C (-5.453, 2.201, 1.613)
C (-4.575, 1.144, 2.271)
N (-3.232, 1.621, 2.595)
C (-3.024, 2.228, 3.920)
C (-3.156, 3.746, 3.921)
C (-2.222, 1.590, 1.716)
S (-2.468, 0.945, 0.131)
N (-1.082, 2.186, 2.116)
C (0.115, 1.694, 1.927)
O (0.375, 0.515, 1.511)
C (1.254, 2.603, 2.269)
C (1.025, 3.916, 2.676)
C (2.089, 4.749, 2.979)
C (3.394, 4.281, 2.886)
C (3.630, 2.974, 2.483)
C (2.563, 2.143, 2.174)
H (-6.416, 1.767, 1.343)
H (-4.976, 2.570, 0.705)
H (-5.637, 3.041, 2.281)
H (-4.479, 0.288, 1.607)
H (-5.024, 0.798, 3.202)
H (-2.039, 1.942, 4.277)
H (-3.761, 1.787, 4.592)
H (-2.457, 4.184, 3.211)
H (-2.929, 4.132, 4.915)
H (-4.166, 4.060, 3.659)
H (0.006, 4.267, 2.753)
H (1.902, 5.768, 3.293)
H (4.224, 4.931, 3.130)
H (4.644, 2.601, 2.408)
H (2.740, 1.132, 1.840)
C (5.501, -0.996, -2.384)
O (4.305, -0.213, -2.249)
P (3.141, -0.733, -1.264)
O (3.957, -0.613, 0.138)
C (3.661, -1.464, 1.245)
O (2.193, 0.575, -1.314)
C (2.736, 1.915, -1.174)
H (6.238, -0.358, -2.862)
H (5.317, -1.870, -3.010)
H (5.875, -1.305, -1.409)
H (4.602, -1.777, 1.690)
H (3.105, -2.354, 0.933)
H (3.065, -0.938, 1.990)
H (1.951, 2.530, -0.744)
H (3.024, 2.285, -2.154)
H (3.595, 1.908, -0.509)

* HOMO: -10.40 eV
* energy above the lowest of the compared OMol25 structures with the same formula, charge and spin: 3.5 kcal/mol
* Kohn-Sham gap: 8.22 eV
* charge: +1

---

Formula: C21H42GeNOPSeTc
Source: the Open Molecules 2025 dataset
Level of theory: ωB97M-V with the def2-TZVPD basis set

CARTESIAN COORDINATES (ANGSTROEM)
Tc (-0.433, -0.708, -0.589)
C (4.854, 0.101, -3.248)
Ge (4.935, -1.183, -1.789)
C (5.657, -0.343, -0.189)
C (6.051, -2.705, -2.269)
C (3.101, -1.823, -1.479)
Se (2.062, -0.720, -0.246)
C (2.270, -1.843, 1.322)
H (5.797, 0.637, -3.344)
H (4.063, 0.829, -3.071)
H (4.649, -0.406, -4.190)
H (6.588, 0.167, -0.437)
H (5.875, -1.088, 0.576)
H (4.961, 0.386, 0.222)
H (7.063, -2.367, -2.488)
H (5.665, -3.218, -3.149)
H (6.100, -3.419, -1.447)
H (3.081, -2.836, -1.079)
H (2.535, -1.824, -2.410)
H (3.311, -1.828, 1.645)
H (1.943, -2.855, 1.091)
H (1.624, -1.417, 2.086)
C (-1.203, -2.038, -1.612)
H (-1.400, -1.771, -2.664)
H (-1.603, -3.013, -1.326)
C (-1.560, -2.711, 2.486)
C (-2.867, -1.921, 2.496)
C (-3.711, -2.215, 1.255)
C (-2.712, -0.424, 2.719)
C (-3.524, 0.150, 3.692)
C (-3.430, 1.495, 4.009)
C (-2.458, 2.263, 3.395)
C (-1.619, 1.738, 2.413)
C (-0.479, 2.645, 1.970)
C (-0.171, 2.785, 0.481)
C (0.789, 2.237, 2.729)
C (-1.812, 0.400, 2.016)
N (-1.155, -0.117, 0.890)
H (-1.782, -3.777, 2.561)
H (-0.928, -2.438, 3.333)
H (-0.993, -2.545, 1.571)
H (-3.428, -2.273, 3.368)
H (-3.246, -1.786, 0.368)
H (-4.715, -1.801, 1.362)
H (-3.802, -3.291, 1.096)
H (-4.230, -0.483, 4.218)
H (-4.093, 1.934, 4.742)
H (-2.333, 3.301, 3.681)
H (-0.767, 3.642, 2.321)
H (0.522, 2.025, 0.136)
H (0.295, 3.757, 0.301)
H (-1.056, 2.705, -0.142)
H (1.030, 1.196, 2.505)
H (0.660, 2.328, 3.807)
H (1.637, 2.855, 2.426)
C (-3.375, 1.029, -1.442)
P (-2.049, 1.430, -2.573)
C (-2.640, 0.978, -4.207)
C (-1.933, 3.221, -2.592)
O (-0.730, 0.766, -2.275)
H (-4.312, 1.467, -1.785)
H (-3.134, 1.393, -0.443)
H (-3.463, -0.056, -1.385)
H (-3.570, 1.489, -4.451)
H (-2.806, -0.100, -4.228)
H (-1.880, 1.226, -4.947)
H (-2.879, 3.656, -2.911)
H (-1.146, 3.522, -3.284)
H (-1.687, 3.591, -1.599)

* HOMO (alpha / beta): -6.25 / -6.16 eV
* energy above the lowest of the compared OMol25 structures with the same formula, charge and spin: 0.0 kcal/mol
* Kohn-Sham gap (alpha / beta): 6.82 / 6.71 eV
* spin multiplicity: 2

---

Formula: C21H42N2O3P2
Source: the Open Molecules 2025 dataset
Level of theory: ωB97M-V with the def2-TZVPD basis set

CARTESIAN COORDINATES (ANGSTROEM)
C (-1.208, -1.565, -2.558)
C (-1.080, -2.786, -2.524)
C (-1.041, -4.363, -2.675)
P (-2.655, -4.899, -3.537)
P (-4.346, -3.783, -2.668)
O (-5.609, -3.929, -3.509)
H (-1.570, -0.547, -2.869)
H (-0.908, -4.841, -1.663)
H (-0.119, -4.615, -3.288)
H (-2.479, -4.456, -4.899)
H (-4.065, -2.367, -2.595)
H (-4.568, -4.333, -1.350)
C (2.037, -0.930, 2.624)
C (0.811, -1.617, 1.962)
C (-0.509, -0.910, 2.351)
C (-1.043, -1.265, 3.730)
C (-1.123, -2.779, 3.892)
C (0.229, -3.464, 3.624)
N (0.821, -3.074, 2.304)
O (0.135, -3.721, 1.349)
C (1.187, -3.118, 4.789)
C (0.048, -4.993, 3.752)
C (1.016, -1.336, 0.454)
H (2.467, -1.483, 3.455)
H (2.864, -0.822, 1.917)
H (1.790, 0.069, 2.991)
H (-1.285, -1.165, 1.620)
H (-0.384, 0.175, 2.284)
H (-0.419, -0.818, 4.509)
H (-2.041, -0.836, 3.856)
H (-1.471, -3.014, 4.903)
H (-1.887, -3.171, 3.209)
H (2.186, -3.525, 4.611)
H (0.827, -3.548, 5.727)
H (1.278, -2.048, 4.976)
H (-0.713, -5.383, 3.073)
H (-0.274, -5.262, 4.761)
H (0.987, -5.518, 3.554)
H (1.895, -1.859, 0.066)
H (1.166, -0.266, 0.283)
H (0.154, -1.630, -0.148)
C (2.147, 5.368, -1.480)
C (1.401, 4.185, -0.801)
C (2.020, 2.825, -1.200)
C (1.605, 2.311, -2.570)
C (0.087, 2.322, -2.700)
C (-0.510, 3.712, -2.423)
N (-0.059, 4.281, -1.113)
O (-0.725, 3.638, -0.143)
C (-0.132, 4.645, -3.598)
C (-2.050, 3.622, -2.519)
C (1.725, 4.376, 0.702)
H (1.603, 5.828, -2.301)
H (2.318, 6.188, -0.778)
H (3.122, 5.060, -1.867)
H (1.734, 2.067, -0.461)
H (3.112, 2.884, -1.156)
H (2.073, 2.905, -3.361)
H (1.972, 1.288, -2.701)
H (-0.188, 1.985, -3.705)
H (-0.336, 1.583, -2.007)
H (-0.475, 5.667, -3.415)
H (-0.603, 4.309, -4.526)
H (0.937, 4.672, -3.807)
H (-2.471, 2.887, -1.830)
H (-2.358, 3.314, -3.522)
H (-2.514, 4.591, -2.315)
H (1.265, 5.286, 1.097)
H (2.806, 4.462, 0.847)
H (1.393, 3.534, 1.313)

* HOMO (alpha / beta): -8.95 / -9.18 eV
* Kohn-Sham gap (alpha / beta): 9.40 / 9.04 eV
* spin multiplicity: 3